No. 1
DFT (ωB97M-V/def2-TZVPD) results for the ion C4H11N2 with charge +1 in a non-equilibrium geometry.

* 2S+1: 1
* lowest unoccupied orbital energy: -3.769 eV
* charge: +1
* HOMO-LUMO gap: 10.5 eV

Element x y z (Å)
C  -2.75456  0.30039  0.31063
N  -1.43574  -0.31794  -0.03789
C  -0.25639  0.45924  0.02926
N  0.97011  -0.00409  -0.16785
C  2.07717  0.95630  0.17032
C  1.27485  -1.26025  -0.50749
H  -2.66481  1.28831  -0.05792
H  -3.50719  -0.27861  -0.27079
H  -3.02004  0.36399  1.34297
H  -1.68458  -1.25264  -0.39468
H  -0.23896  1.58374  0.48123
H  2.65742  1.13070  -0.75202
H  1.79481  1.91193  0.59139
H  2.57751  0.47357  0.90957
H  0.57533  -2.04512  -0.21324
H  1.45200  -1.75384  -1.53932
H  2.18309  -1.55567  0.10583



No. 2
DFT (ωB97M-V/def2-TZVPD) results for a structure of composition C4H11N2 in a non-equilibrium geometry.

* 2S+1: 2
* lowest unoccupied orbital energy (alpha / beta): -12.529 / -13.278 eV
* charge: +2
* HOMO-LUMO gap (alpha / beta): 7.8 / 7.0 eV

Element x y z (Å)
C  2.16815  1.05468  -0.53601
C  1.22669  -0.15698  -0.29555
C  0.19166  0.20860  0.71975
N  -1.69168  -0.84047  -0.82372
C  -2.91836  -1.32541  -0.45350
N  0.76870  1.10433  1.65905
H  3.03694  0.75312  -1.11603
H  2.44876  1.31147  0.49884
H  1.62932  1.97288  -0.77991
H  0.58394  -0.43616  -1.15610
H  1.90909  -0.99028  0.12486
H  -0.66721  0.63252  0.21620
H  -0.21897  -0.67986  1.09885
H  -3.20191  -2.23175  -1.06906
H  -1.67066  -1.41782  0.22549
H  -3.63378  -0.55521  -0.45228
H  0.03932  1.59633  2.13914



No. 3
DFT (ωB97M-V/def2-TZVPD) results for the ion C4H11N2O with charge -1 in a non-equilibrium geometry.

* 2S+1: 1
* lowest unoccupied orbital energy: 4.092 eV
* charge: -1
* HOMO-LUMO gap: 6.9 eV

Element x y z (Å)
C  -1.91438  0.62980  -1.06001
C  -0.60723  0.26357  -0.38841
C  0.56387  1.07207  -0.95509
N  1.54946  1.49240  0.04481
N  -0.37037  -1.16267  -0.35951
C  0.42679  -1.60297  0.91878
O  0.39140  -0.75375  1.91331
H  -2.78806  0.14946  -0.63046
H  -1.84155  0.34096  -2.12586
H  -1.99924  1.72107  -1.16272
H  -0.66476  0.49150  0.68100
H  1.08168  0.51821  -1.72961
H  0.16756  1.98900  -1.40243
H  1.00160  1.67355  0.88123
H  2.12116  0.67894  0.23495
H  -1.26010  -1.64989  -0.34983
H  -0.06710  -2.59328  1.11220
H  1.43131  -1.83027  0.49099



No. 4
DFT (ωB97M-V/def2-TZVPD) results for a cluster of 2 separate species, C4H11N2O in total in a non-equilibrium geometry.

* 2S+1: 1
* lowest unoccupied orbital energy: 4.287 eV
* charge: -1
* HOMO-LUMO gap: 7.0 eV

Element x y z (Å)
N  2.33517  -1.22057  0.88640
C  1.85266  0.20236  1.02118
O  1.38887  0.76309  -0.09931
H  3.07923  -1.32369  0.18929
H  2.73933  -1.52089  1.82840
H  1.10146  0.19636  1.85035
H  2.75595  0.68555  1.43988
C  -2.64174  1.17870  -0.32874
C  -1.21944  0.56507  -0.50002
C  -0.16286  -1.33517  -1.26658
N  -1.35520  -0.79384  -1.09217
H  -2.54372  2.11503  0.26685
H  -3.07512  1.58175  -1.25558
H  -3.39260  0.52474  0.13300
H  -0.76082  0.42268  0.51009
H  -0.63329  1.30684  -1.07447
H  0.74427  -0.94279  -0.83503
H  -0.21215  -2.40520  -1.67354



No. 5
DFT (ωB97M-V/def2-TZVPD) results for the ion C4H11N2O with charge -1 in a non-equilibrium geometry.

* 2S+1: 1
* lowest unoccupied orbital energy: 3.838 eV
* charge: -1
* HOMO-LUMO gap: 6.2 eV

Element x y z (Å)
C  0.66935  -0.59447  1.53746
C  0.00565  -0.09992  0.25899
C  1.02002  0.56741  -0.64296
N  1.49420  1.87951  -0.14569
N  -0.74443  -1.08425  -0.47913
C  -2.14246  -0.61754  -0.87907
O  -2.73394  0.22529  -0.05135
H  -0.16794  -0.88272  2.18033
H  1.32881  -1.46222  1.50409
H  1.10710  0.25152  2.05997
H  -0.65007  0.71195  0.59687
H  0.52798  0.68358  -1.60450
H  1.84496  -0.12159  -0.85008
H  1.66021  2.44187  -0.97314
H  2.40315  1.76980  0.28762
H  -0.89546  -1.89744  0.10252
H  -2.66105  -1.59173  -1.00627
H  -2.06607  -0.17904  -1.89565



No. 6
DFT (ωB97M-V/def2-TZVPD) results for a cluster of 2 separate species, C4H11N2O in total in a non-equilibrium geometry.

* 2S+1: 1
* lowest unoccupied orbital energy: 3.351 eV
* charge: -1
* HOMO-LUMO gap: 6.3 eV

Element x y z (Å)
C  0.67814  0.14531  -0.60438
C  1.19995  -0.00832  0.78419
C  0.19990  0.70024  1.70933
N  -0.30907  2.00706  1.38692
N  0.30489  -1.02285  -1.35385
C  -1.19061  -1.19060  -1.52125
O  -1.81259  -1.59955  -0.44807
H  -0.31892  0.72562  -0.33891
H  1.34654  0.66215  -1.28994
H  2.22296  0.38205  0.86733
H  1.20629  -1.04638  1.12436
H  -0.59249  -0.07347  1.83631
H  0.60804  0.67098  2.72973
H  -0.27384  2.10256  0.35127
H  -1.07480  1.38513  -0.09325
H  0.59049  -1.86754  -0.86624
H  -1.52978  -0.15739  -1.83017
H  -1.25511  -1.81500  -2.44338



No. 7
DFT (ωB97M-V/def2-TZVPD) results for the ion C4H11N2O with charge -1 in a non-equilibrium geometry.

* 2S+1: 1
* lowest unoccupied orbital energy: 3.761 eV
* charge: -1
* HOMO-LUMO gap: 6.4 eV

Element x y z (Å)
N  1.75874  -2.71514  -0.49041
C  0.95235  -1.56097  -0.84846
C  0.37543  -0.63056  0.24646
C  0.22453  1.07650  0.07795
N  0.02175  1.38360  1.66046
C  -1.08768  1.33147  -0.58880
O  -2.32924  1.33011  0.11264
H  1.28147  -3.37503  0.26199
H  1.82720  -3.30008  -1.35205
H  0.19147  -1.84467  -1.55791
H  1.58543  -0.84169  -1.51893
H  1.06857  -0.66596  1.07401
H  -0.71449  -0.77237  0.46355
H  1.19013  1.48442  -0.28996
H  0.14805  2.34267  1.54951
H  -0.98624  1.30065  1.55547
H  -0.95131  2.44470  -1.08526
H  -1.25765  0.60865  -1.51480



No. 8
DFT (ωB97M-V/def2-TZVPD) results for the ion C4H11N2O with charge -1 in a non-equilibrium geometry.

* 2S+1: 1
* lowest unoccupied orbital energy: 3.565 eV
* charge: -1
* HOMO-LUMO gap: 6.0 eV

Element x y z (Å)
C  2.17730  1.18697  -1.73460
N  1.56975  0.61164  -0.54461
C  0.18001  0.87705  -0.32059
C  -0.46216  0.09863  0.97201
N  -0.71463  -1.39453  0.67198
C  -2.19151  -1.67525  1.05378
O  -2.58920  -1.39736  2.28853
H  3.14049  1.52542  -1.72725
H  1.56137  2.14217  -1.94926
H  2.07639  0.58666  -2.60322
H  2.04143  0.25154  0.26442
H  -0.05720  1.91322  -0.35395
H  -0.45837  0.39221  -0.98777
H  0.14047  0.19710  1.92386
H  -1.46537  0.53689  1.15705
H  -0.01210  -1.93622  1.09375
H  -2.23695  -2.65788  0.61880
H  -2.69971  -1.25825  0.17708



Computed energy relative to the best compared isomer or geometry (same formula, charge and spin), in the same sequence as the records: 60.8, 258.0, 21.3, 49.3, 24.8, 148.0, 68.5, 62.3 kcal per mole.
Computed calculated total energy, in the same sequence as the records: -268.207958, -267.413930, -343.737220, -343.692621, -343.731676, -343.535245, -343.661952, -343.671906 a.u..